No. 1
{
  "formula": "C4H10O2",
  "method": "the ωB97M-V functional and the def2-TZVPD basis",
  "elements": ["C", "O", "C", "C", "C", "O", "H", "H", "H", "H", "H", "H", "H", "H", "H", "H"],
  "xyz": [[1.745, 1.146, -0.060], [1.057, 0.066, 0.535], [0.890, -0.972, -0.257], [0.141, -2.000, 0.532], [-1.788, 0.636, -0.644], [-1.377, 1.414, 0.448], [2.743, 1.271, 0.348], [1.876, 1.076, -1.139], [1.231, 2.086, 0.122], [-0.890, 0.221, -1.242], [0.806, -2.856, 0.689], [-0.673, -2.372, -0.097], [-0.259, -1.687, 1.507], [-2.341, 1.297, -1.318], [-2.438, -0.208, -0.355], [-0.724, 0.883, 0.931]],
  "lowdin_charge": [-0.091, -0.182, -0.102, -0.117, -0.180, -0.123, 0.089, 0.091, 0.089, 0.083, 0.079, 0.073, 0.079, 0.080, 0.081, 0.050],
  "lumo_energy_ev": 0.9,
  "e_above_lowest_kj_mol": 373.64,
  "largest_force_ha_per_bohr": 0.0394,
  "total_charge": 0
}

No. 2
{
  "formula": "C4H10O2",
  "method": "the ωB97M-V functional and the def2-TZVPD basis",
  "elements": ["C", "O", "C", "C", "C", "O", "H", "H", "H", "H", "H", "H", "H", "H", "H", "H"],
  "xyz": [[1.776, 1.170, -0.042], [1.070, 0.057, 0.536], [0.962, -1.008, -0.225], [0.189, -2.031, 0.560], [-1.824, 0.673, -0.708], [-1.373, 1.474, 0.361], [2.802, 1.158, 0.329], [1.761, 1.077, -1.128], [1.259, 2.075, 0.282], [-0.993, 0.250, -1.298], [0.861, -2.881, 0.735], [-0.615, -2.416, -0.079], [-0.218, -1.683, 1.519], [-2.419, 1.312, -1.365], [-2.462, -0.159, -0.369], [-0.775, 0.930, 0.892]],
  "lowdin_charge": [-0.058, -0.199, -0.104, -0.118, -0.169, -0.124, 0.092, 0.088, 0.089, 0.065, 0.077, 0.073, 0.076, 0.082, 0.081, 0.049],
  "lumo_energy_ev": 1.0,
  "e_above_lowest_kj_mol": 357.08,
  "largest_force_ha_per_bohr": 0.0102,
  "total_charge": 0
}

No. 3
{
  "formula": "C4H10O2",
  "method": "the ωB97M-V functional and the def2-TZVPD basis",
  "elements": ["C", "O", "C", "C", "O", "C", "H", "H", "H", "H", "H", "H", "H", "H", "H", "H"],
  "xyz": [[-1.075, 0.572, -2.731], [-0.419, -0.208, -1.766], [-0.584, 0.309, -0.468], [0.181, -0.586, 0.506], [0.895, 0.249, 1.403], [1.663, -0.390, 2.325], [-0.849, 0.140, -3.708], [-2.166, 0.570, -2.581], [-0.725, 1.616, -2.711], [-0.173, 1.329, -0.398], [-1.655, 0.365, -0.213], [-0.494, -1.228, 1.089], [0.875, -1.219, -0.058], [0.887, -0.556, 3.608], [1.301, -1.289, 2.924], [2.339, 0.327, 2.777]],
  "lowdin_charge": [-0.121, -0.190, -0.208, -0.173, -0.195, -0.126, 0.089, 0.089, 0.090, 0.131, 0.128, 0.126, 0.133, 0.142, 0.019, 0.065],
  "lumo_energy_ev": 0.9,
  "e_above_lowest_kj_mol": 491.04,
  "largest_force_ha_per_bohr": 0.0520,
  "total_charge": 0
}

No. 4
{
  "formula": "C4H10O2",
  "method": "the ωB97M-V functional and the def2-TZVPD basis",
  "elements": ["C", "C", "C", "O", "C", "O", "H", "H", "H", "H", "H", "H", "H", "H", "H", "H"],
  "xyz": [[1.041, -0.552, -1.232], [0.327, 0.085, -0.032], [0.163, -0.917, 1.114], [1.115, 1.181, 0.414], [-1.033, 0.646, -0.470], [-1.618, 1.432, 0.557], [0.365, -0.683, -2.086], [1.858, 0.103, -1.544], [1.460, -1.533, -0.987], [-0.364, -1.823, 0.790], [1.151, -1.201, 1.488], [-0.388, -0.473, 1.953], [0.508, 1.738, 0.928], [-0.880, 1.325, -1.315], [-1.705, -0.164, -0.792], [-2.000, 0.834, 1.211]],
  "lowdin_charge": [-0.015, -0.615, -0.033, -0.024, -0.208, -0.059, 0.082, 0.088, 0.080, 0.090, 0.091, 0.078, 0.092, 0.133, 0.132, 0.089],
  "smiles": "CC(C)(O)CO",
  "lumo_energy_ev": 0.7,
  "e_above_lowest_kj_mol": 52.86,
  "largest_force_ha_per_bohr": 0.0062,
  "total_charge": 0
}